Density functional theory data (the ωB97M-V functional and the def2-TZVPD basis) for a molecular structure, C28H35N5P2PbSe.

```
72
Properties=species:S:1:pos:R:3:forces:R:3
Pb -0.0727 -0.0973 5.7606 0.003 -2.788 1.062
C -1.2457 1.8392 5.2392 -0.099 -0.854 -0.127
C -1.5752 0.7930 4.2765 -0.396 0.012 2.289
C -1.0131 0.7066 2.9079 -0.166 -0.076 -1.379
C 0.2625 -0.1510 2.7590 -0.115 -0.674 -0.864
C 1.2607 -0.0333 3.8533 1.212 2.641 0.928
C 1.5703 1.1988 4.5793 0.229 -3.192 -1.282
C 1.0119 2.5202 4.2342 -0.092 1.672 -0.253
C -0.2624 2.9243 5.0081 0.342 1.202 0.148
C 1.4838 -1.2941 6.7764 -0.480 -0.233 1.063
H -1.9079 1.9125 6.1062 0.007 0.182 -0.333
H -2.4300 0.1554 4.5435 0.104 0.683 -0.514
H -0.8368 1.7192 2.5144 -0.114 -0.310 0.210
H -1.8013 0.2626 2.2651 0.454 0.209 0.215
H -0.0317 -1.2207 2.6996 0.120 0.652 -0.036
H 0.7691 0.0788 1.8101 -0.256 0.080 -0.161
H 1.9078 -0.8873 4.0591 -0.187 0.185 -0.161
H 2.4268 1.1325 5.2591 -0.301 0.127 -0.292
H 0.8348 2.5898 3.1519 0.140 -0.007 0.289
H 1.7985 3.2706 4.4612 -0.480 -0.256 -0.233
H 0.0317 3.3091 6.0076 -0.096 -0.180 -0.608
H -0.7698 3.7600 4.5004 0.262 0.190 -0.045
H 1.3421 -1.1433 7.8532 0.573 -0.367 -0.977
H 2.4264 -0.9586 6.4700 1.557 -0.039 -0.733
H 1.1560 -2.2740 6.5173 0.479 -0.912 -0.436
P 1.3193 -1.2168 -2.8526 1.127 0.144 -0.592
P -1.7127 -0.5713 -2.4175 -0.837 0.306 -0.400
N 2.7477 -0.2415 -2.6972 0.735 1.128 0.631
N 1.9068 -2.4992 -3.8704 0.123 -1.194 -0.093
N -1.8469 1.1473 -2.1971 0.140 0.945 0.776
N -3.3597 -0.9837 -2.7709 -1.258 -0.966 -0.444
C 0.4461 -0.2175 -4.1370 -0.328 0.354 0.039
C -1.0493 -0.5746 -4.1441 0.202 -0.350 -0.194
C 3.0209 0.4225 -1.4722 0.632 0.126 -1.529
C 4.0168 1.3597 -1.6891 -0.696 -0.904 -0.635
C 4.3812 1.2965 -3.0843 -1.339 -1.256 0.306
C 3.5818 0.3190 -3.6767 0.205 0.616 1.292
C 2.1531 -3.7866 -3.3306 0.350 0.447 -1.726
C 2.6702 -4.5946 -4.3365 -0.513 1.285 0.455
C 2.7460 -3.8049 -5.5365 -0.711 1.213 1.334
C 2.2721 -2.5295 -5.2215 0.320 -1.308 0.344
C -1.7679 1.7126 -0.9008 -0.303 0.849 -1.348
C -1.9668 3.0840 -1.0010 0.123 -1.281 -0.508
C -2.1662 3.3938 -2.3886 0.243 -1.834 -0.068
C -2.0854 2.1921 -3.0961 0.031 0.724 1.085
C -4.3286 -0.3258 -3.5503 -0.262 -1.405 0.275
C -5.3748 -1.2080 -3.8117 1.657 0.113 0.867
C -5.0385 -2.4692 -3.1913 0.886 0.966 0.139
C -3.8124 -2.3169 -2.5691 -0.583 1.381 -0.710
H 0.9090 -0.3998 -5.1103 -0.208 0.229 0.117
H 0.5562 0.8574 -3.9040 0.166 -0.459 0.080
H -1.6374 0.1207 -4.7541 0.162 -0.251 -0.029
H -1.1792 -1.5909 -4.5728 -0.152 0.454 0.380
H 2.4732 0.1411 -0.5925 -0.021 0.007 0.143
H 4.4439 2.0047 -0.9446 0.051 0.067 0.100
H 5.1340 1.8765 -3.5774 0.162 0.115 -0.131
H 3.5462 -0.0374 -4.6915 0.041 -0.001 -0.008
H 1.9327 -3.9783 -2.2985 -0.010 -0.063 0.146
H 2.9537 -5.6239 -4.2266 0.024 -0.136 0.025
H 3.0945 -4.1215 -6.4974 0.075 -0.063 -0.233
H 2.1594 -1.6621 -5.8516 0.086 -0.136 0.021
H -1.5824 1.0743 -0.0555 0.007 -0.020 0.052
H -1.9632 3.7778 -0.1800 0.005 0.058 0.069
H -2.3418 4.3600 -2.8166 -0.025 0.185 -0.101
H -2.1699 2.0104 -4.1564 -0.006 0.052 0.126
H -4.1929 0.7046 -3.8251 -0.048 0.056 0.004
H -6.2656 -0.9799 -4.3589 -0.213 0.080 -0.127
H -5.6338 -3.3628 -3.1976 -0.051 -0.114 0.020
H -3.2036 -2.9931 -2.0002 0.023 -0.162 0.094
Se -0.0021 0.0018 10.7974 0.336 -0.286 4.886
C -0.0240 0.0214 9.1504 -0.768 0.653 -2.938
N -0.0958 0.0986 7.9941 -2.277 1.687 0.237
```
Positions in Å, forces in eV/Å.

Gap between HOMO and LUMO: 6.037 eV
HOMO level: -6.59 eV
Total energy: -126217.7619 eV
2S+1: 1

Here are the Mulliken charges for atoms 1 to 6, given in e: Pb 1.3549; C -0.6998; C -0.4927; C -0.5840; C -0.1990; C -0.3367


Density functional theory data (the ωB97M-V functional and the def2-TZVPD basis) for a gas-phase ion, C2HBrF3N4 (charge +1).

```
11
Properties=species:S:1:pos:R:3:forces:R:3
F 2.0950 0.8723 1.0238 -2.732 -3.635 -3.904
C 1.4869 -0.1342 0.0751 4.318 -0.394 1.480
F 1.7397 -1.4743 0.7239 -1.170 4.946 -2.855
F 2.2041 -0.0455 -1.2317 -3.219 -0.361 5.196
N -0.0165 -0.0044 -0.0294 -4.023 -3.205 -0.364
C -0.9848 -1.1641 -0.1062 -1.696 3.798 0.204
N -2.3928 -0.5671 -0.1562 6.073 1.347 0.157
N -2.2438 0.8360 -0.1364 4.688 -4.489 0.232
N -0.8660 1.0903 -0.0647 -1.630 0.291 -0.077
Br -0.3380 2.8950 -0.0060 0.004 -0.955 -0.039
H -0.6838 -2.3040 -0.0923 -0.614 2.658 -0.030
```
Positions in Å, forces in eV/Å.

Gap between HOMO and LUMO: 9.212 eV
SMILES: FC(F)(F)n1cnn[n+]1Br
HOMO level: -16.03 eV
Total charge: +1
Total energy: -86230.2678 eV
2S+1: 1

Here are the Mulliken charges for atoms 1 to 6, given in e: F -0.1641; C 0.6855; F -0.1957; F -0.1645; N 0.2853; C 0.0670


Density functional theory data (the ωB97M-V functional and the def2-TZVPD basis) for a molecular structure, C29H50BrCdNOP2.

```
85
Properties=species:S:1:pos:R:3:forces:R:3
N 4.0879 6.2662 -1.3847 0.211 -0.337 0.235
C 4.4423 5.5862 -0.2900 -0.286 0.051 -0.223
C 3.6572 4.5672 0.2559 -0.396 -0.607 0.650
C 2.4950 4.1127 -0.4290 -0.784 1.690 -0.909
C 2.1371 4.8748 -1.5806 0.718 -0.240 -0.072
C 2.9621 5.9250 -2.0059 -0.575 -0.393 0.103
C 1.8004 2.8924 -0.0527 1.576 0.739 0.084
Cd -0.0749 0.7737 -0.4231 -0.862 -0.823 0.286
P -0.8983 -3.3095 -1.6528 -0.516 -2.498 -0.820
C 1.6786 1.8288 -1.0002 -1.128 0.901 -0.439
C 2.7901 0.8418 -1.0871 1.184 -0.950 0.710
C 3.1887 0.3085 -2.3236 -0.393 -0.025 0.283
C 3.9752 -0.8426 -2.3493 -0.266 -0.306 0.431
C 4.3422 -1.4809 -1.1414 -0.446 2.247 -0.348
C 4.2413 -0.7535 0.0586 -0.522 0.328 -0.180
C 3.4745 0.4229 0.0806 -0.309 -0.556 -0.427
Br 4.9473 -3.1926 -1.1408 0.828 -1.144 0.012
H 1.5557 2.7566 1.0086 0.978 -0.273 -0.044
H 1.2637 2.1506 -1.9677 1.329 0.493 -0.196
H 3.9789 4.0927 1.1849 -0.063 0.042 -0.297
H 1.2316 4.6772 -2.1407 0.029 -0.134 0.032
H 5.3921 5.8764 0.1789 -0.523 -0.152 -0.120
H 2.6963 6.4956 -2.9048 0.089 -0.173 0.465
H 2.8548 0.7855 -3.2516 0.038 -0.368 0.294
H 3.3296 0.9814 1.0118 0.098 -0.389 -0.187
H 4.2088 -1.2965 -3.3123 0.018 0.038 0.310
H 4.6976 -1.1339 0.9767 -0.177 0.125 -0.351
P -2.5059 1.0542 -0.1902 -1.420 -0.057 0.483
C 0.8963 -3.1709 -1.4690 0.248 0.457 0.171
C 1.5517 -4.4277 -2.0577 0.456 -0.045 0.043
H 1.1200 -3.0719 -0.3961 0.131 -0.005 -0.189
H 1.2253 -2.2567 -1.9837 0.346 -0.104 0.133
H 2.5936 -4.5062 -1.7270 -0.249 -0.045 -0.146
H 1.0181 -5.3369 -1.7528 0.102 0.298 -0.004
H 1.5495 -4.4047 -3.1530 -0.080 0.025 0.170
C -1.5217 -2.1107 -2.8548 0.055 0.586 0.002
C -2.3593 -2.8227 -3.9359 -0.063 0.303 -0.163
H -0.6351 -1.6286 -3.2959 -0.282 0.079 -0.096
H -2.1060 -1.3503 -2.3104 -0.030 0.105 -0.373
H -2.5870 -2.1322 -4.7546 -0.051 -0.069 0.069
H -1.8256 -3.6819 -4.3641 -0.048 0.281 0.251
H -3.3106 -3.1961 -3.5366 0.262 0.069 0.017
C -1.6866 -3.1175 -0.0363 0.029 0.484 0.366
C -2.2672 -4.4666 0.4295 -0.195 0.093 0.234
H -2.4731 -2.3545 -0.1355 0.108 -0.263 0.134
H -0.9206 -2.7334 0.6563 -0.392 -0.037 0.216
H -2.9848 -4.3136 1.2424 0.125 -0.067 0.004
H -2.7913 -4.9867 -0.3843 0.198 0.259 0.170
H -1.4829 -5.1402 0.7961 -0.119 0.192 -0.149
C -3.3973 -0.0053 1.0111 0.553 -0.303 0.000
C -4.6321 0.6627 1.6031 -0.260 0.108 0.131
H -2.6677 -0.3096 1.7786 -0.369 -0.045 -0.157
H -3.6924 -0.9068 0.4520 0.190 0.251 0.256
H -4.3840 1.4816 2.2902 -0.055 -0.241 -0.148
H -5.3016 1.0548 0.8248 0.139 -0.134 0.238
H -5.1904 -0.0919 2.1665 0.046 0.206 -0.061
C -3.6932 1.0875 -1.5881 0.108 -0.226 -0.152
C -3.1634 1.5681 -2.9377 -0.173 0.117 -0.047
H -4.5220 1.7390 -1.2531 0.301 -0.353 -0.091
H -4.0836 0.0545 -1.6670 0.158 0.461 0.040
H -2.9895 2.6492 -2.9281 0.028 -0.161 -0.064
H -2.2420 1.0574 -3.2422 -0.185 0.012 0.059
H -3.9343 1.3582 -3.6882 0.288 0.137 0.028
C -2.5680 2.7210 0.5575 0.099 0.049 -0.530
C -1.7477 2.8598 1.8446 -0.014 0.354 0.107
H -3.6372 2.9344 0.7162 0.428 0.095 -0.081
H -2.1909 3.4149 -0.2116 -0.280 -0.115 0.185
H -1.2162 3.8173 1.8105 -0.111 -0.163 0.258
H -2.4035 2.8628 2.7242 0.309 -0.065 -0.169
H -0.9937 2.0723 1.9920 -0.143 -0.023 -0.010
C 2.4918 -0.7030 3.8951 0.089 0.150 0.100
C 1.4814 -1.3799 2.9924 0.001 -0.256 0.078
O 0.2969 -0.6202 2.7509 -0.227 0.203 -0.195
C -0.5396 -0.4378 3.9054 -0.040 0.437 0.035
C -0.9103 -1.7136 4.6444 0.122 0.015 -0.004
H 2.8613 0.2335 3.4631 -0.104 -0.041 0.075
H 3.3539 -1.3621 4.0362 -0.117 0.048 -0.014
H 2.0773 -0.4936 4.8881 0.113 -0.022 -0.186
H 1.9034 -1.5449 1.9978 0.035 -0.145 0.091
H 1.2009 -2.3469 3.4316 0.111 0.088 -0.270
H -0.0366 0.2595 4.6035 -0.346 -0.149 -0.286
H -1.4462 0.0504 3.5067 0.362 -0.086 0.249
H -0.0874 -2.0366 5.2913 -0.218 -0.110 -0.133
H -1.7756 -1.5196 5.2855 0.141 -0.011 -0.068
H -1.1730 -2.5178 3.9487 0.037 0.093 0.107
```
Positions in Å, forces in eV/Å.

Gap between HOMO and LUMO: 3.162 eV
HOMO level: -11.94 eV
Total charge: +2
Total energy: -127587.2549 eV
2S+1: 1

Here are the Mulliken charges for atoms 1 to 6, given in e: N -0.4706; C -0.3921; C -0.3458; C 0.0990; C -0.2505; C -0.4071